--- i ---
A 7-piece molecular cluster, C6H26O10 overall, computed with wB97M-V/def2-TZVPD.

Structure (XYZ):
```
42
Properties=species:S:1:pos:R:3:mulliken_charge:R:1
O 3.4766 0.3674 -0.7831 -0.721
C 2.5071 0.0458 0.2023 -0.805
C 1.1510 -0.2875 -0.4288 0.210
O 0.3875 -0.9050 0.5621 -0.619
H 3.5810 -0.4509 -1.3431 0.413
H 2.9781 -0.7297 0.7796 0.393
H 2.3112 0.8418 0.9226 0.238
H 1.2264 -0.9175 -1.2836 0.622
H 0.6835 0.6146 -0.7182 0.046
H -0.4547 -1.0102 0.0847 0.165
O -1.6204 0.4626 2.4540 -0.598
C -1.0054 1.6244 1.9785 0.353
C -1.6219 2.8566 2.6691 -0.570
O -0.8916 4.0546 2.3809 -0.525
H -1.3510 -0.3020 1.8971 0.173
H 0.0446 1.5277 2.1304 0.139
H -1.1705 1.7736 0.8997 0.029
H -1.7752 2.7290 3.7674 0.279
H -2.6598 3.0404 2.3565 0.299
H -1.4622 4.8261 2.5497 0.309
O -2.1516 -1.0528 0.0555 -0.376
C -2.9032 -2.1452 0.4749 -0.183
C -2.1414 -2.8656 1.5259 -0.389
O -2.9691 -3.8920 2.0369 -0.568
H -2.7670 -0.3831 -0.3208 0.211
H -3.8221 -1.7550 0.9232 0.286
H -3.0705 -2.6724 -0.4436 0.269
H -1.9253 -2.1918 2.3246 0.306
H -1.2055 -3.3391 1.1787 0.222
H -3.5076 -3.5761 2.7544 0.320
O -0.9139 0.7904 -2.6313 -0.585
H -0.7028 1.6216 -2.3076 0.274
H -0.2014 0.4285 -3.1549 0.361
O 1.2890 -0.4370 -3.6728 -0.627
H 2.0070 -0.6920 -3.1157 0.446
H 1.5776 -0.7806 -4.4901 0.251
O 2.8227 2.8462 -1.5060 -0.694
H 2.9067 1.9436 -1.2609 0.498
H 2.2483 3.2317 -0.8409 0.294
O 3.4934 -1.6477 -2.5610 -0.695
H 3.5286 -2.4670 -2.9702 0.249
H 4.0739 -1.1268 -3.0760 0.301
```

HOMO energy = -9.88 eV
structure (SMILES) = OCCO.OCCO.OCCO.O.O.O.O
2S+1 = 1
Kohn-Sham gap = 9.65 eV
total charge = 0
LUMO = -0.232 eV


--- ii ---
A 9-piece molecular cluster, C6H26O10 overall, computed with wB97M-V/def2-TZVPD.

Structure (XYZ):
```
42
Properties=species:S:1:pos:R:3:mulliken_charge:R:1
C 1.6479 1.6885 -1.7546 -1.000
C 0.3297 1.8010 -1.7558 0.863
C -0.2633 3.1946 -1.9520 -1.657
C -0.7027 0.6979 -1.8309 0.658
C -1.5393 0.8389 -0.5414 0.100
C -2.5094 -0.2928 -0.3518 0.455
O -3.5621 -0.2415 0.2455 -0.627
O -2.1586 -1.4801 -0.9064 -0.525
H 2.3165 2.5424 -1.8214 0.280
H 2.2416 0.7841 -1.6661 0.201
H -1.2952 3.1714 -2.2947 0.329
H -0.1820 3.7019 -0.9863 0.299
H 0.2895 3.8439 -2.6280 0.469
H -0.2572 -0.2837 -1.9389 -0.750
H -1.3980 0.9093 -2.6450 0.456
H -2.0245 1.7902 -0.3626 0.442
H -0.8969 0.7162 0.3397 -0.193
H -2.8145 -2.1543 -0.7173 0.310
O 2.1955 -1.4288 0.0216 -0.638
H 2.0615 -2.1248 0.6894 0.279
H 1.4846 -1.6456 -0.6206 0.416
O 1.0318 -2.4162 2.4932 -0.561
H 0.0743 -2.4390 2.5084 0.297
H 1.2036 -2.8007 3.3609 0.275
O -2.1769 -2.4203 1.6131 -0.633
H -3.0034 -2.2086 2.0716 0.341
H -1.6434 -1.6356 1.8604 0.309
O 2.4506 -1.2477 -3.0018 -0.631
H 3.0838 -0.7171 -2.5114 0.329
H 2.6145 -1.9989 -2.4199 0.325
O 0.1350 -2.2982 -1.5449 -0.864
H 0.3818 -1.9412 -2.4174 0.248
H -0.7573 -2.0488 -1.3278 0.528
O -0.8974 2.6174 3.3550 -0.643
H -0.3138 2.4286 4.0886 0.319
H -0.5276 2.1002 2.6333 0.321
O 1.8508 0.6595 1.8703 -0.699
H 2.1511 -0.2553 1.7962 0.259
H 2.2052 1.1224 1.1080 0.301
O -0.6517 -0.2904 2.5482 -0.716
H -0.3315 0.0946 3.3684 0.349
H 0.1573 -0.3334 2.0250 0.381
```

HOMO energy = -9.55 eV
structure (SMILES) = C=C(C)CCC(=O)O.O.O.O.O.O.O.O.O
2S+1 = 1
Kohn-Sham gap = 9.79 eV
total charge = 0
LUMO = 0.242 eV


Sorted by energy, starting with the most stable: ii, i.


--- i ---
An isolated molecule of C5H7NS, computed with wB97M-V/def2-TZVPD.

Structure (XYZ):
```
14
Properties=species:S:1:pos:R:3:mulliken_charge:R:1
C -0.8497 -1.2080 0.0195 -0.112
C -0.4705 -0.2611 0.8177 0.032
C 0.9723 0.8910 -1.0578 0.183
C -0.4185 -1.3351 -1.4554 -0.663
C -0.3352 0.5768 1.9637 -0.931
N 1.4941 1.8005 -0.4462 -0.410
S 1.0283 -0.4125 -2.1553 -0.106
H -1.6370 -2.0052 0.1045 0.274
H -0.0994 -2.3545 -1.7306 0.368
H -1.1467 -0.9059 -2.1353 0.343
H 0.7102 1.0078 1.9405 0.203
H -0.5333 0.2963 3.0098 0.368
H -1.0526 1.4721 1.7931 0.209
H 2.3380 2.4379 -0.6684 0.243
```

HOMO energy (spin up / spin down) = -7.35 / -6.90 eV
2S+1 = 1
Kohn-Sham gap (spin up / spin down) = 7.73 / 7.44 eV
total charge = 0
LUMO (spin up / spin down) = 0.379 / 0.545 eV


--- ii ---
C5H7NS as an isolated structure, computed with wB97M-V/def2-TZVPD.

Structure (XYZ):
```
14
Properties=species:S:1:pos:R:3:mulliken_charge:R:1
C 1.1175 1.3167 0.2708 -0.759
C 0.3522 0.0060 1.1514 -0.347
C 0.4111 0.5856 -0.8931 -0.069
C -1.0480 0.5991 -0.6110 -0.476
C -1.0946 0.0938 0.8045 -0.213
H 2.1825 1.3283 0.3677 0.304
H 0.6478 2.3902 0.3105 0.244
H 0.6718 -0.4770 2.1602 0.441
H 0.6602 0.8973 -1.9523 0.432
H -1.6218 1.3794 -1.1781 0.363
H -2.6547 -0.4229 -0.4154 0.301
H -1.5701 0.3687 1.6499 0.493
N -1.6804 -0.5918 -0.1506 -0.423
S 0.9386 -1.0580 -0.2640 -0.290
```

HOMO energy = -8.08 eV
2S+1 = 1
Kohn-Sham gap = 9.01 eV
total charge = 0
LUMO = 0.929 eV


Sorted by energy, starting with the most stable: ii, i.


--- i ---
C4H10N2OS as an isolated structure, computed with wB97M-V/def2-TZVPD.

Structure (XYZ):
```
18
Properties=species:S:1:pos:R:3:mulliken_charge:R:1
C -2.6759 0.4786 0.2212 -0.728
C -1.0189 -1.1938 -0.2298 -0.334
C 1.4289 -0.1280 -0.1284 0.307
C 2.6612 -0.8432 0.4956 -0.736
H -2.3548 0.4846 1.2922 0.304
H -3.5240 -0.2787 0.2215 0.264
H -3.1334 1.3940 -0.0522 0.280
H -0.7801 -0.8839 0.9428 0.226
H -1.6904 -2.1918 -0.0875 0.336
H 3.3679 -1.1126 -0.3176 0.263
H 2.8129 -0.1491 1.4923 0.293
H 2.2009 -2.0504 0.8525 0.157
H 0.2137 1.6985 -1.4263 0.293
H 0.8724 2.7710 -0.3242 0.277
N 1.6664 1.1067 -0.1145 -0.204
N 1.1177 1.9019 -0.9955 -0.590
O -1.5659 0.0805 -0.5692 -0.229
S 0.4014 -1.0842 -1.2730 -0.179
```

HOMO energy = -8.83 eV
2S+1 = 1
Kohn-Sham gap = 9.50 eV
total charge = 0
LUMO = 0.669 eV


--- ii ---
An isolated molecule of C4H10N2OS, computed with wB97M-V/def2-TZVPD.

Structure (XYZ):
```
18
Properties=species:S:1:pos:R:3:mulliken_charge:R:1
C -1.2033 0.1170 1.7821 -1.297
C -0.4922 0.1273 0.4158 0.503
C -1.2107 0.8853 -0.6861 -1.052
S -2.3201 -0.2146 -1.6455 -0.208
N 0.8930 0.6357 0.6735 -0.338
C 1.9269 -0.2226 0.4295 0.506
N 3.2522 0.0921 0.6946 -0.403
O 1.7454 -1.3643 0.0127 -0.642
H -0.9956 -0.7997 2.3987 0.279
H -0.9759 1.0798 2.3039 0.387
H -2.2898 0.2320 1.5896 0.335
H -0.3832 -0.9275 0.1065 0.315
H -0.4202 1.2972 -1.2907 0.416
H -1.6838 1.7755 -0.2471 0.359
H -1.4641 -0.5303 -2.6078 0.139
H 0.9469 1.1967 1.5164 0.289
H 3.5322 0.9352 1.1807 0.180
H 3.9349 -0.6303 0.5824 0.232
```

HOMO energy = -9.16 eV
structure (SMILES) = C[C@@H](CS)NC(N)=O
2S+1 = 1
Kohn-Sham gap = 9.92 eV
total charge = 0
LUMO = 0.757 eV


--- iii ---
An isolated molecule of C4H10N2OS, computed with wB97M-V/def2-TZVPD.

Structure (XYZ):
```
18
Properties=species:S:1:pos:R:3:mulliken_charge:R:1
N 2.0651 -1.5581 -1.2226 -0.496
C 1.6484 -0.2289 -1.4332 -0.397
N 0.2135 -0.1149 -1.3492 -0.184
C -0.6691 0.3192 -0.3937 0.467
O -1.8248 0.3390 -0.8344 -0.663
C -0.2756 0.7904 1.0223 -0.683
C -1.1909 0.2092 2.1022 -0.544
S -2.7220 1.1688 2.0638 -0.257
H 1.9718 -2.0308 -0.4024 0.177
H 1.8914 -2.2262 -1.9573 0.178
H 1.9096 0.1470 -2.5798 0.263
H 2.2168 0.3691 -0.6636 0.328
H -0.2194 -0.2034 -2.2961 0.290
H 0.7933 0.7014 1.1792 0.333
H -0.2349 1.8081 1.0999 0.447
H -0.9896 0.2651 3.2056 0.329
H -1.4267 -0.8391 1.6566 0.260
H -3.1567 1.0844 0.8028 0.153
```

HOMO energy = -8.69 eV
structure (SMILES) = NCNC(=O)CCS
2S+1 = 1
Kohn-Sham gap = 9.45 eV
total charge = 0
LUMO = 0.763 eV


--- iv ---
An isolated molecule of C4H10N2OS, computed with wB97M-V/def2-TZVPD.

Structure (XYZ):
```
18
Properties=species:S:1:pos:R:3:mulliken_charge:R:1
N -1.7173 -1.5106 -3.0185 -0.618
C -0.7246 -0.9959 -2.1086 -0.394
N -1.3049 -0.4493 -0.8694 -0.175
C -0.6026 -0.3600 0.2834 0.359
O -1.1377 -0.0741 1.3438 -0.651
C 0.9062 -0.6423 0.2443 -0.379
C 1.5951 0.1352 1.3595 -0.801
S 1.3785 1.9241 1.3344 -0.237
H -2.1331 -2.3908 -2.7172 0.248
H -2.5107 -0.8706 -3.1084 0.238
H -0.2493 -0.1895 -2.6533 0.238
H -0.0655 -1.8344 -1.8908 0.360
H -2.3120 -0.3854 -0.8437 0.284
H 0.8914 -1.6802 0.5667 0.262
H 1.3135 -0.4495 -0.7378 0.398
H 2.6526 -0.1170 1.3422 0.405
H 1.1727 -0.2122 2.3027 0.329
H 0.2512 1.9464 2.0449 0.135
```

HOMO energy = -8.91 eV
structure (SMILES) = NCNC(=O)CCS
2S+1 = 1
Kohn-Sham gap = 9.66 eV
total charge = 0
LUMO = 0.748 eV


Sorted by energy, starting with the most stable: ii, iv, iii, i.